ORCA calculation (ωB97M-V/def2-TZVPD) on a molecular structure, C34H38BCrF3N9O3.

Structure (XYZ):
```
89
Properties=species:S:1:pos:R:3:forces:R:3
Cr -0.205 -0.411 1.749 0.178 0.113 0.449
C 0.056 -0.876 5.942 -0.057 -0.006 0.051
C -0.666 -0.816 4.621 0.245 0.111 0.014
O 0.113 -0.603 3.597 -0.243 -0.239 0.014
C -2.020 -0.972 4.551 -0.057 -0.053 -0.164
C -2.779 -0.946 3.328 0.081 -0.049 0.181
C -4.249 -1.244 3.394 -0.003 -0.004 -0.068
N -2.199 -0.688 2.201 -0.016 0.003 -0.353
N -3.021 -0.726 1.059 0.083 0.013 0.214
C -2.282 -0.575 0.012 0.117 0.045 -0.271
O -0.976 -0.437 0.072 -0.233 0.042 -0.147
C -2.885 -0.589 -1.342 -0.047 -0.008 0.153
C -2.097 -0.900 -2.444 0.003 -0.031 0.009
C -2.657 -0.937 -3.715 0.013 0.052 0.114
C -4.003 -0.650 -3.880 0.001 -0.011 -0.074
C -4.794 -0.338 -2.780 -0.048 0.005 0.036
C -4.241 -0.312 -1.511 0.016 0.019 -0.037
H 1.127 -0.956 5.773 0.004 0.001 -0.022
H -0.275 -1.729 6.535 -0.033 0.022 -0.020
H -0.142 0.027 6.524 0.027 0.007 -0.020
H -2.557 -1.178 5.465 0.021 0.008 0.009
H -4.552 -1.410 4.425 -0.030 0.008 0.006
H -4.477 -2.129 2.800 0.015 0.008 -0.001
H -4.830 -0.429 2.962 0.025 0.003 0.007
H -1.046 -1.117 -2.298 -0.017 -0.008 -0.017
H -2.025 -1.163 -4.563 0.015 -0.034 -0.006
H -4.443 -0.669 -4.870 0.005 -0.007 0.008
H -5.846 -0.118 -2.911 0.015 0.001 -0.016
H -4.845 -0.075 -0.646 0.017 -0.009 0.003
B 1.822 -2.052 -0.359 0.001 -0.053 0.052
N 0.955 -2.956 0.565 -0.027 0.036 0.147
C 0.972 -4.290 0.676 0.026 0.012 -0.117
C 0.091 -4.672 1.672 0.012 0.039 -0.003
C -0.431 -3.466 2.140 -0.095 0.029 0.021
N 0.092 -2.445 1.467 0.157 0.111 -0.020
N 2.543 -1.035 0.585 -0.113 -0.108 0.412
C 3.844 -0.903 0.842 0.031 -0.082 0.136
C 4.017 0.041 1.845 0.001 -0.087 -0.057
C 2.722 0.436 2.157 -0.105 0.096 0.027
N 1.838 -0.208 1.388 -0.042 -0.046 -0.098
H 1.146 -1.440 -1.147 -0.022 -0.077 -0.016
H 2.670 -2.734 -0.880 -0.040 0.006 0.054
H 1.610 -4.867 0.028 -0.027 -0.027 0.039
H -0.132 -5.669 2.007 -0.006 0.026 -0.002
H -1.148 -3.272 2.923 0.016 -0.057 -0.008
H 4.557 -1.492 0.287 0.012 0.038 0.064
H 4.938 0.377 2.288 -0.017 -0.007 -0.012
H 2.376 1.121 2.915 0.023 0.003 -0.035
C 2.869 -2.656 -4.096 0.058 -0.075 0.011
C 3.102 -1.334 -4.811 0.040 0.041 0.050
N 2.525 -0.188 -4.104 -0.089 -0.046 0.090
C 3.436 0.676 -3.366 0.107 0.080 -0.200
C 3.990 0.046 -2.095 -0.092 0.004 -0.087
C 1.181 -0.031 -4.193 -0.094 -0.099 -0.047
O 0.499 -0.759 -4.910 0.070 0.107 0.046
C 0.480 1.039 -3.401 0.005 0.047 -0.156
C -0.616 1.666 -3.987 0.023 -0.001 0.137
C -1.369 2.546 -3.228 0.006 -0.058 -0.050
C -1.006 2.758 -1.905 0.022 0.029 -0.108
N 0.040 2.170 -1.334 -0.063 0.068 -0.103
C 0.756 1.327 -2.073 0.000 -0.043 0.134
H 3.343 -3.468 -4.651 -0.018 0.010 -0.024
H 1.803 -2.867 -4.026 -0.003 0.024 0.004
H 3.281 -2.650 -3.087 -0.023 0.043 -0.042
H 2.672 -1.374 -5.811 -0.024 0.023 -0.007
H 4.170 -1.130 -4.912 0.004 -0.028 0.006
H 2.929 1.617 -3.159 0.026 -0.063 0.054
H 4.263 0.923 -4.038 0.002 0.030 -0.021
H 3.195 -0.373 -1.478 0.147 0.192 -0.324
H 4.534 0.786 -1.505 -0.009 0.010 -0.022
H 4.679 -0.769 -2.324 0.011 -0.010 -0.053
H -0.881 1.422 -5.007 0.001 0.023 0.007
H -2.241 3.037 -3.639 0.011 0.000 -0.004
H -1.584 3.428 -1.275 0.015 0.000 -0.013
H 1.568 0.826 -1.559 -0.074 0.024 0.012
F -1.395 6.180 4.008 0.039 0.045 -0.104
C -0.810 5.921 2.828 -0.005 -0.089 0.020
F 0.394 6.517 2.827 -0.143 0.011 0.013
F -1.552 6.507 1.870 0.063 0.010 0.110
C -0.691 4.438 2.578 0.115 0.174 -0.066
C -1.597 3.551 3.131 -0.068 -0.089 0.017
C -1.459 2.208 2.832 0.039 0.036 0.012
N -0.488 1.741 2.041 0.075 -0.289 -0.035
C 0.374 2.607 1.505 -0.051 0.086 0.026
C 0.311 3.969 1.750 -0.031 -0.153 -0.034
H -2.392 3.884 3.783 0.020 0.016 -0.014
H -2.136 1.471 3.236 0.002 0.029 0.032
H 1.121 2.200 0.845 0.027 -0.008 0.083
H 1.035 4.629 1.293 -0.023 0.038 0.019
```
Positions in Å, forces in eV/Å.

Results
ΔE to the lowest compared entry with this formula, charge and spin (eV): 0.000
Spin multiplicity: 2
Charge: 0
Kohn-Sham gap (alpha / beta) (eV): 7.20 / 7.27

List of Mulliken charges in e, atom by atom: Cr -0.05; C -1.88; C 0.49; O -0.41; C -0.89; C 1.34; C -1.57; N 0.91; N -1.17; C 0.58; O -0.10; C -0.14; C 0.13; C -0.93; C -0.46; C -0.75; C -0.68; H 0.33; H 0.41; H 0.34; H 0.40; H 0.47; H 0.30; H 0.28; H 0.45; H 0.54; H 0.43; H 0.40; H 0.48; B 0.89; N -0.69; C -0.18; C -1.33; C -0.31; N 1.26; N 0.45; C -0.27; C -1.58; C -0.61; N 0.88; H -0.31; H -0.33; H 0.49; H 0.42; H 0.37; H 0.54; H 0.46; H 0.48; C -0.77; C -0.93; N 0.28; C -1.42; C -0.24; C 0.14; O -0.70; C 0.50; C -0.75; C -0.97; C -0.31; N 0.00; C 0.78; H 0.50; H 0.22; H -0.01; H 0.45; H 0.40; H 0.55; H 0.42; H -0.51; H 0.39; H 0.50; H 0.42; H 0.44; H 0.42; H 0.15; F -0.27; C 0.78; F -0.26; F -0.25; C 0.41; C -1.28; C -0.03; N 0.97; C -0.43; C -1.40; H 0.51; H 0.25; H 0.66; H 0.50

=====

ORCA calculation (ωB97M-V/def2-TZVPD) on a molecular structure, C34H38BCrF3N9O3.

Structure (XYZ):
```
89
Properties=species:S:1:pos:R:3:forces:R:3
Cr 0.269 -2.108 -0.407 0.795 0.257 -0.426
C -2.951 0.731 -0.677 -0.010 -0.031 0.075
C -1.744 -0.025 -1.148 0.034 0.147 -0.088
O -1.249 -0.873 -0.328 0.089 -0.591 0.347
C -1.247 0.188 -2.418 -0.026 0.074 0.054
C -0.203 -0.565 -2.975 0.205 -0.130 -0.058
C 0.216 -0.275 -4.387 -0.035 0.024 -0.005
N 0.421 -1.522 -2.308 -0.383 0.092 -0.075
N 1.420 -2.172 -3.029 0.097 0.045 -0.128
C 1.854 -3.183 -2.356 -0.077 -0.043 0.086
O 1.359 -3.516 -1.193 -0.149 0.113 0.192
C 2.947 -4.017 -2.904 0.044 -0.067 0.053
C 3.278 -5.208 -2.267 0.016 0.001 0.013
C 4.307 -5.999 -2.759 0.003 0.005 -0.014
C 5.014 -5.600 -3.884 -0.014 0.008 0.009
C 4.688 -4.406 -4.518 0.008 -0.007 -0.005
C 3.660 -3.617 -4.032 -0.028 0.000 -0.033
H -2.930 0.807 0.410 -0.013 0.010 -0.018
H -3.850 0.179 -0.964 0.003 -0.016 0.015
H -3.000 1.724 -1.122 -0.016 -0.013 -0.018
H -1.709 0.950 -3.030 -0.004 0.002 0.013
H -0.332 0.580 -4.775 -0.004 -0.011 -0.001
H 0.036 -1.145 -5.018 0.008 -0.002 0.006
H 1.289 -0.087 -4.431 -0.002 0.009 0.002
H 2.725 -5.500 -1.384 0.004 0.001 -0.003
H 4.559 -6.926 -2.261 -0.002 0.005 0.000
H 5.820 -6.214 -4.265 -0.005 0.004 -0.001
H 5.242 -4.091 -5.394 -0.003 0.000 0.003
H 3.396 -2.685 -4.514 0.008 -0.005 0.000
B 2.392 -2.204 2.347 -0.033 0.084 0.041
N 1.591 -3.488 2.015 -0.084 0.065 -0.090
C 1.666 -4.702 2.565 0.009 0.061 0.063
C 0.567 -5.444 2.165 -0.026 -0.030 0.012
C -0.150 -4.574 1.348 0.089 -0.048 -0.033
N 0.478 -3.401 1.265 -0.409 0.159 -0.042
N 2.792 -1.499 1.018 0.016 -0.065 0.146
C 3.990 -1.001 0.721 -0.076 0.134 0.037
C 3.874 -0.165 -0.381 -0.007 0.030 0.022
C 2.528 -0.218 -0.705 -0.016 0.048 0.024
N 1.877 -1.023 0.147 0.061 -0.180 -0.305
H 1.664 -1.449 2.956 0.041 0.001 0.034
H 3.394 -2.481 2.953 -0.008 -0.077 -0.045
H 2.483 -4.943 3.225 -0.009 -0.009 -0.014
H 0.322 -6.457 2.429 0.008 0.015 -0.008
H -1.069 -4.741 0.811 0.001 0.010 0.008
H 4.838 -1.244 1.340 -0.004 -0.001 -0.017
H 4.649 0.399 -0.869 -0.009 -0.012 0.003
H 1.996 0.274 -1.501 0.023 -0.051 -0.010
C -0.253 6.766 1.049 -0.011 0.000 -0.006
C 0.274 5.858 -0.054 0.003 0.017 -0.005
N -0.751 5.419 -0.996 -0.003 -0.032 -0.025
C -1.105 6.285 -2.121 -0.013 0.022 0.025
C -2.373 7.098 -1.893 0.002 -0.004 -0.005
C -1.463 4.276 -0.851 -0.007 -0.003 -0.015
O -2.364 3.962 -1.619 0.019 0.023 0.005
C -1.111 3.370 0.295 0.026 0.008 -0.008
C -1.892 3.334 1.441 -0.019 0.013 0.011
C -1.582 2.415 2.430 0.005 -0.014 0.019
C -0.503 1.566 2.230 -0.008 0.008 -0.029
N 0.249 1.589 1.133 0.097 0.003 0.018
C -0.055 2.471 0.191 -0.084 0.011 0.049
H 0.564 7.076 1.702 -0.006 -0.008 0.000
H -0.994 6.243 1.655 0.002 0.008 -0.007
H -0.717 7.663 0.639 0.011 -0.001 0.005
H 0.749 4.983 0.383 -0.008 -0.007 0.015
H 1.043 6.375 -0.630 -0.001 -0.003 -0.015
H -1.235 5.652 -2.998 0.002 -0.002 -0.013
H -0.253 6.941 -2.304 0.005 0.006 0.020
H -3.226 6.432 -1.772 0.004 0.003 0.011
H -2.561 7.743 -2.752 -0.003 -0.013 0.001
H -2.291 7.729 -1.008 0.002 0.003 -0.009
H -2.738 4.004 1.545 0.005 0.000 0.003
H -2.168 2.349 3.338 0.003 0.003 -0.004
H -0.229 0.831 2.980 0.004 0.001 -0.008
H 0.562 2.461 -0.703 0.013 0.010 0.019
F -3.984 0.589 5.703 -0.031 -0.046 -0.008
C -4.451 -0.603 5.277 -0.024 0.013 0.025
F -5.736 -0.427 4.936 0.051 -0.005 0.026
F -4.424 -1.431 6.336 -0.007 0.048 -0.037
C -3.621 -1.132 4.141 0.006 -0.009 -0.011
C -2.268 -1.354 4.341 0.036 0.005 0.025
C -1.519 -1.831 3.277 0.046 0.007 -0.010
N -2.032 -2.064 2.072 -0.210 -0.212 0.128
C -3.330 -1.854 1.898 0.025 0.144 0.012
C -4.175 -1.395 2.901 -0.026 0.041 -0.036
H -1.805 -1.161 5.300 -0.002 -0.007 -0.007
H -0.457 -2.022 3.388 -0.011 -0.006 0.003
H -3.715 -2.032 0.900 -0.011 -0.038 0.019
H -5.227 -1.238 2.712 0.009 -0.002 -0.001
```
Positions in Å, forces in eV/Å.

Results
ΔE to the lowest compared entry with this formula, charge and spin (eV): 1.655
Spin multiplicity: 4
Charge: 0
Kohn-Sham gap (alpha / beta) (eV): 7.32 / 7.89

List of Mulliken charges in e, atom by atom: Cr 0.13; C -1.20; C 0.75; O 0.16; C -1.29; C 0.79; C -1.47; N 0.94; N -0.92; C 0.68; O -0.86; C 0.35; C -0.33; C -0.73; C -0.37; C -0.68; C -0.40; H 0.08; H 0.46; H 0.24; H 0.38; H 0.39; H 0.32; H 0.33; H 0.46; H 0.40; H 0.38; H 0.38; H 0.44; B 0.33; N 0.08; C -0.32; C -1.18; C -0.47; N 0.49; N -0.22; C -0.40; C -1.48; C -0.29; N 1.30; H -0.24; H -0.18; H 0.47; H 0.49; H 0.48; H 0.51; H 0.49; H 0.48; C -1.06; C -0.48; N 0.28; C -0.65; C -1.00; C -0.10; O -0.69; C 0.40; C -0.07; C -0.80; C -0.64; N -0.25; C -0.19; H 0.40; H 0.23; H 0.30; H 0.19; H 0.48; H 0.34; H 0.38; H 0.29; H 0.37; H 0.24; H 0.53; H 0.52; H 0.47; H 0.45; F -0.25; C 0.79; F -0.29; F -0.26; C 0.39; C -1.01; C -0.35; N 0.27; C -0.57; C -0.61; H 0.45; H 0.41; H 0.42; H 0.51